10
Properties=species:S:1:pos:R:3:mulliken_charge:R:1 method="wB97M-V/def2-TZVPD" lumo_ha=0.01010 energy_ev=-16524.938 relative_energy_kj_mol=332.2 homo_lumo_gap_ha=0.3542 total_charge=0 fmax_ev_per_a=5.4
C -1.2061 -0.4781 -0.0757 0.060
C 1.3359 0.5071 0.1514 -0.749
N -1.5392 0.8151 -0.2093 -0.605
O 0.7311 -2.0825 0.4048 -0.580
S 0.2759 -0.8427 1.0225 0.416
H -1.7074 -1.3316 -0.5303 0.403
H 0.5473 1.1574 -0.3056 0.307
H 2.1777 0.2714 -0.5964 0.277
H 1.7484 0.9856 1.1040 0.238
H -2.3637 0.9983 -0.9654 0.233

=====

75
Properties=species:S:1:pos:R:3:mulliken_charge:R:1 method="wB97M-V/def2-TZVPD" lumo_ha=-0.23851 energy_ev=-162808.382 relative_energy_kj_mol=159.8 homo_lumo_gap_ha=0.1315 total_charge=+1 fmax_ev_per_a=1.8
Pb 2.1490 3.5688 -0.8874 1.304
Cl 3.6782 0.1103 -7.0370 -0.090
C 2.9463 1.0672 -5.8655 0.547
C 1.7394 1.8570 -6.2564 0.419
Cl 1.2001 1.7592 -7.8508 -0.102
C 1.0836 2.6299 -5.3684 -0.075
Cl -0.3061 3.5205 -5.7618 -0.112
C 1.5738 2.7167 -4.0044 0.535
O 1.0469 3.3789 -3.1515 -0.720
C 2.8210 1.9148 -3.6099 0.542
O 3.2229 2.0087 -2.4699 -0.565
C 3.4503 1.0920 -4.6081 -0.193
Cl 4.8071 0.1727 -4.1406 -0.128
O 2.6887 2.0457 7.2058 -0.538
C 3.9570 1.7666 6.6914 -0.511
N 3.9152 1.2125 5.3441 -0.147
C 3.5921 2.0225 4.3162 0.256
O 3.3043 3.1977 4.4701 -0.678
C 3.6282 1.4396 2.9273 0.035
C 4.2351 0.2479 2.5666 -0.088
C 4.2753 -0.1157 1.2284 -1.050
C 3.7213 0.7277 0.2896 -0.245
N 3.1236 1.8800 0.6342 -0.121
C 3.0815 2.2191 1.9231 0.011
H 2.3586 2.8465 6.7797 0.359
H 4.4155 1.0238 7.3374 0.373
H 4.5837 2.6563 6.6532 0.337
H 3.9328 0.2139 5.2314 0.247
H 4.6887 -0.3977 3.3085 0.440
H 4.7525 -1.0340 0.9170 0.451
H 3.7606 0.4932 -0.7640 0.510
H 2.5904 3.1475 2.1945 0.510
O -1.0376 1.1150 0.5772 -0.617
C -0.5874 1.8779 -0.2577 0.719
O 0.4010 2.6809 0.0280 -0.743
C -1.2040 1.7831 -1.6329 -0.599
C -1.2893 0.3086 -2.0197 -1.121
Ge -2.0130 -0.7971 -0.4900 1.756
C -1.9703 -2.5557 -1.4770 0.118
C -1.3777 -2.7572 -2.7239 -0.418
C -1.4640 -3.9909 -3.3676 -0.650
C -2.1466 -5.0404 -2.7726 -0.503
C -2.7306 -4.8609 -1.5254 -0.760
C -2.6363 -3.6334 -0.8820 -0.170
C -3.8697 -0.2953 -0.2100 0.074
C -4.2237 0.6564 0.7475 -0.092
C -5.5541 1.0170 0.9212 -0.724
C -6.5414 0.4283 0.1420 -0.457
C -6.1996 -0.5180 -0.8143 -0.637
C -4.8685 -0.8772 -0.9919 -0.513
C -1.2398 -1.4986 1.1858 0.374
C -2.0753 -1.8240 2.2493 -0.350
C -1.5424 -2.1103 3.5051 -0.694
C -0.1721 -2.0663 3.7069 -0.610
C 0.6726 -1.7770 2.6413 -0.410
C 0.1421 -1.5007 1.3889 -0.555
H -0.6396 2.3832 -2.3456 0.073
H -2.2050 2.2172 -1.5610 0.376
H -0.2959 -0.0912 -2.2557 0.342
H -1.9578 0.1374 -2.8616 0.618
H -0.8388 -1.9587 -3.2200 0.225
H -1.0014 -4.1263 -4.3394 0.382
H -2.2177 -5.9973 -3.2747 0.384
H -3.2579 -5.6807 -1.0507 0.398
H -3.0878 -3.5171 0.0978 0.337
H -3.4545 1.1086 1.3634 0.425
H -5.8221 1.7548 1.6676 0.394
H -7.5787 0.7075 0.2800 0.389
H -6.9691 -0.9797 -1.4208 0.414
H -4.6086 -1.6226 -1.7356 0.349
H -3.1508 -1.8502 2.1103 0.404
H -2.2044 -2.3554 4.3267 0.399
H 0.2375 -2.2492 4.6931 0.389
H 1.7482 -1.7564 2.7908 0.440
H 0.8145 -1.2781 0.5639 0.329